ORCA calculation (ωB97M-V/def2-TZVPD) on 2 unconnected molecules or ions with the total composition C10H19IN5O4 at a distorted geometry.

Bonds (Å) are listed after each position.
Atoms and positions in Å:
1 C -5.05 -1.55 -1.65  C2 1.673, H17 1.174, H18 1.170, H19 1.186
2 C -3.41 -1.39 -1.95  C1 1.673, C3 1.673, H20 1.173, H21 1.172
3 C -2.68 -0.40 -0.82  C2 1.673, N4 1.511, H22 1.194, H23 1.177
4 N -1.82 -1.17 0.16  C3 1.511, C5 1.509, H24 1.065
5 C -0.43 -1.46 -0.37  N4 1.509, I6 2.232, N7 1.511, C11 1.632
6 I -0.31 -3.61 -0.95  C5 2.232
7 N 0.07 -0.81 -1.63  C5 1.511, C8 1.543, H25 1.054
8 C 1.59 -1.04 -1.50  N7 1.543, N9 1.378, N10 1.539
9 N 2.44 -0.58 -2.48  C8 1.378, H26 1.049, H27 1.054
10 N 1.93 -1.83 -0.22  C8 1.539, C11 1.530, H28 1.043
11 C 0.80 -1.37 0.70  C5 1.632, N10 1.530, C12 1.624, H29 1.193
12 C 1.25 0.03 1.38  C11 1.624, C13 1.626, H30 1.194, H31 1.189
13 C 0.49 1.39 0.90  C12 1.626, C14 1.665, H32 1.194, H33 1.166
14 C 1.63 2.40 0.22  C13 1.665, N15 1.537, O16 1.338
15 N 2.81 2.89 1.06  C14 1.537, H34 1.063, H35 1.050
16 O 1.53 2.79 -1.06  C14 1.338
17 H -5.28 -2.35 -0.82  C1 1.174
18 H -5.56 -0.54 -1.38  C1 1.170
19 H -5.56 -1.96 -2.64  C1 1.186
20 H -2.99 -2.49 -1.94  C2 1.173
21 H -3.35 -0.89 -3.01  C2 1.172
22 H -3.59 0.03 -0.18  C3 1.194
23 H -2.17 0.54 -1.30  C3 1.177
24 H -2.28 -2.12 0.23  N4 1.065
25 H -0.03 0.24 -1.72  N7 1.054
26 H 2.24 -0.86 -3.48  N9 1.049
27 H 3.26 0.06 -2.33  N9 1.054
28 H 2.90 -1.70 0.16  N10 1.043
29 H 0.51 -2.16 1.55  C11 1.193
30 H 2.41 0.19 1.14  C12 1.194
31 H 1.21 -0.07 2.56  C12 1.189
32 H 0.14 1.96 1.88  C13 1.194
33 H -0.46 1.25 0.24  C13 1.166
34 H 3.69 2.33 0.82  N15 1.063
35 H 3.08 3.87 0.80  N15 1.050
36 C 2.76 2.65 4.40  O37 1.221, O38 1.236, O39 1.236
37 O 3.01 3.85 4.31  C36 1.221
38 O 3.60 1.75 4.44  C36 1.236
39 O 1.62 2.17 4.46  C36 1.236

Properties
HOMO in eV: -1.38
Charge: -1
Lowest unoccupied orbital energy in eV: 0.7
HOMO-LUMO gap in eV: 2.06
Largest force on an atom in eV/Å: 7.19